No. 1
{"formula": "C7H15HoO4", "method": "ωB97M-V/def2-TZVPD", "total_energy_ev": -41476.865, "spin_multiplicity": 6, "total_charge": 1, "gap_ev": [6.7, 7.1], "homo_energy_ev": [-11.414, -11.721], "lumo_ev": [-4.7, -4.6], "symbols": ["Ho", "O", "O", "O", "O", "C", "C", "C", "C", "C", "C", "C", "H", "H", "H", "H", "H", "H", "H", "H", "H", "H", "H", "H", "H", "H", "H"], "xyz": [[-1.4674, -0.8182, 1.6520], [-1.2701, -0.0097, -0.5847], [1.4928, 0.4794, -1.4712], [1.0770, -0.0807, 2.1978], [-2.6388, -1.9481, 0.6253], [2.3944, 1.3100, -0.8554], [-2.6104, -1.9651, -0.7616], [0.4053, -0.8832, 3.2066], [-2.3549, -0.5723, -1.3335], [2.4395, -0.1339, 2.0087], [-0.7763, 1.2475, -1.0253], [0.3527, 1.0995, -2.0263], [2.9676, 1.8480, -1.6257], [-2.0949, -0.6151, -2.4018], [2.5537, 0.5315, 0.7441], [0.9787, -1.8146, 3.3690], [2.9426, 0.3754, 2.8414], [-1.5958, 1.8315, -1.4701], [0.0365, 0.4730, -2.8703], [2.8106, -1.1543, 1.8296], [0.6067, 2.0980, -2.4205], [-1.8206, -2.6425, -1.1488], [-3.5650, -2.3209, -1.1974], [2.4512, 2.0759, -0.0793], [0.3420, -0.2689, 4.1245], [-0.4234, 1.7777, -0.1298], [-3.2337, 0.0802, -1.1974]], "lowdin_spin": [4.003, -0.004, 0.106, 0.013, 0.000, 0.655, 0.000, 0.006, 0.001, 0.094, 0.003, 0.038, 0.031, 0.000, 0.008, 0.002, 0.005, 0.001, 0.002, 0.002, 0.002, 0.000, 0.000, 0.031, 0.001, 0.002, 0.000]}

No. 2
{"formula": "C3H4F2O3S", "method": "ωB97M-V/def2-TZVPD", "total_energy_ev": -25586.911, "spin_multiplicity": 1, "de_lowest_kcal_mol": 18.8, "gap_ev": 12.1, "homo_energy_ev": -11.610, "lumo_ev": 0.5, "symbols": ["S", "F", "F", "O", "O", "O", "C", "C", "C", "H", "H", "H", "H"], "xyz": [[1.1702, -0.4586, 0.8446], [0.1400, 1.5253, -1.4566], [0.1132, 2.4563, 0.4244], [1.3796, -0.2177, 2.2243], [1.5343, -1.7024, 0.2668], [1.7391, 0.7939, -0.0148], [0.2226, 1.2739, -0.1991], [-1.0979, -0.8963, -0.7665], [-0.4949, 0.1494, 0.3358], [-1.2509, -1.7436, -0.1096], [-1.9471, -0.4042, -1.2215], [-1.0284, 0.3709, 1.2466], [-0.4797, -1.1468, -1.5742]], "nbo_charge": [2.351, -0.283, -0.300, -0.903, -0.892, -0.696, 0.890, -0.584, -0.564, 0.236, 0.227, 0.279, 0.240]}

No. 3
{"formula": "C24H34F6HgN5O7P2S2", "method": "ωB97M-V/def2-TZVPD", "total_energy_ev": -107954.271, "spin_multiplicity": 2, "de_lowest_kcal_mol": 1.6, "total_charge": -2, "gap_ev": [5.4, 7.7], "homo_energy_ev": [-1.060, -3.369], "lumo_ev": [4.3, 4.3], "symbols": ["Hg", "S", "S", "P", "P", "F", "F", "F", "F", "F", "F", "O", "O", "O", "O", "O", "O", "O", "N", "N", "N", "N", "N", "C", "C", "C", "C", "C", "C", "C", "C", "C", "C", "C", "C", "C", "C", "C", "C", "C", "C", "C", "C", "C", "C", "C", "C", "H", "H", "H", "H", "H", "H", "H", "H", "H", "H", "H", "H", "H", "H", "H", "H", "H", "H", "H", "H", "H", "H", "H", "H", "H", "H", "H", "H", "H", "H", "H", "H", "H", "H"], "xyz": [[-0.2322, 0.2821, 1.4953], [4.0482, -0.8354, 4.8085], [3.1696, 1.3173, 3.2955], [-1.9650, -1.1567, -0.6218], [1.1043, 0.1576, -0.5241], [2.7648, 3.4725, 4.7259], [5.1485, -0.0641, 7.0702], [5.8720, -1.9384, 6.2719], [1.2084, 1.9813, 4.9067], [1.3668, 3.1611, 3.1009], [6.5077, -0.0720, 5.3919], [3.0097, -1.4308, 5.5955], [-2.6058, -1.0702, 4.7101], [4.5534, -1.5486, 3.6634], [4.0581, 2.1055, 2.4860], [-1.2395, -1.0903, 2.9503], [2.2714, 0.4099, 2.5999], [-2.9607, 3.4393, 2.8593], [-1.3569, 2.5008, -0.1772], [-1.5398, 1.6606, 2.5909], [0.5438, 1.0479, -2.9826], [3.8652, 0.7230, 4.5654], [-2.1503, 0.1135, -3.0547], [3.4946, -1.1700, 0.0286], [-3.0487, -3.6361, -0.2943], [2.1719, 1.6227, -0.6336], [-0.5914, 2.3648, -6.2160], [-0.2740, 1.3120, -4.0462], [-1.6300, 3.4404, 0.9133], [0.2121, 2.0653, -5.1266], [-4.1231, -2.3175, -2.1338], [-2.8009, -2.6414, -1.4323], [1.4763, -2.5541, -0.4361], [-0.0048, 0.3185, -1.9855], [2.6147, -1.3491, -2.3136], [2.2362, -1.2852, -0.8351], [-3.4486, -0.1721, -0.1356], [5.4746, -0.7025, 5.9474], [-2.1067, 2.8029, 2.2189], [-2.0672, 1.0328, 3.7939], [-1.8481, -3.2571, -2.4562], [-1.6214, 0.8540, -4.0799], [2.0588, 2.5501, 4.0651], [-2.4147, 1.1718, -5.1925], [-1.3217, -0.1564, -2.0232], [-1.9123, 1.9160, -6.2491], [-1.9760, -0.4957, 3.8285], [-0.1932, 2.9487, -7.0379], [3.2235, -2.2451, -2.4772], [-4.1443, -0.8152, 0.4049], [2.9052, 1.5902, 0.1729], [1.7374, -1.4028, -2.9586], [-0.7040, 3.9762, 1.1408], [-3.4377, 0.8128, -5.1950], [3.2605, -1.0614, 1.0849], [-4.4701, -3.2124, -2.6658], [-0.8935, 2.9593, -0.9533], [-2.2177, 2.1184, -0.5552], [-2.3923, 4.1844, 0.6715], [-2.5455, 2.1480, -7.0975], [-1.5353, 1.3892, 4.6831], [-3.9372, 0.2530, -1.0134], [-3.6042, -4.5028, -0.6715], [-1.6619, -2.5697, -3.2839], [-2.1089, -3.9834, 0.1395], [-4.9017, -2.0374, -1.4218], [3.1972, -0.4790, -2.6214], [-0.8904, -3.5293, -2.0091], [-3.9964, -1.5064, -2.8515], [2.6483, 1.6747, -1.6100], [4.1242, -0.3313, -0.2732], [4.0782, -2.0889, -0.0879], [-3.1151, 1.2948, 3.9316], [1.2029, -2.5399, 0.6208], [-2.2948, -4.1726, -2.8616], [0.5608, -2.6609, -1.0180], [-3.1492, 0.6189, 0.5542], [1.2396, 2.4076, -5.0759], [-3.6286, -3.1908, 0.5180], [2.1068, -3.4296, -0.6192], [1.5458, 2.5021, -0.4970]], "lowdin_spin": [0.002, 0.000, 0.000, 0.014, 0.013, 0.000, 0.000, 0.000, 0.000, 0.000, 0.000, 0.000, 0.000, 0.000, 0.000, 0.000, 0.001, 0.000, 0.005, 0.000, 0.246, 0.000, 0.240, 0.001, 0.000, 0.000, 0.052, 0.021, 0.001, 0.061, 0.000, 0.001, 0.003, 0.092, 0.001, 0.006, 0.006, 0.000, 0.000, 0.000, 0.002, 0.023, 0.000, 0.058, 0.083, 0.055, 0.000, 0.002, 0.000, 0.000, 0.000, 0.001, 0.000, 0.001, 0.000, 0.000, 0.000, 0.000, 0.000, 0.003, 0.000, 0.001, 0.000, 0.000, 0.000, 0.000, 0.000, 0.001, 0.000, 0.000, 0.000, 0.000, 0.000, 0.000, 0.000, 0.002, 0.000, 0.001, 0.000, 0.000, 0.000]}

No. 4
{"formula": "C8H12N5", "method": "ωB97M-V/def2-TZVPD", "smiles": "C[N@+]1(N)N=Cc2c(N)ccc(N)c21", "total_energy_ev": -15932.462, "spin_multiplicity": 1, "de_lowest_kcal_mol": 45.2, "total_charge": 1, "gap_ev": [7.1, 7.1], "homo_energy_ev": [-11.085, -11.085], "lumo_ev": [-4.0, -4.0], "symbols": ["N", "N", "N", "N", "N", "C", "C", "C", "C", "C", "C", "C", "C", "H", "H", "H", "H", "H", "H", "H", "H", "H", "H", "H", "H"], "xyz": [[-2.1746, -0.2723, -1.1805], [-1.4895, -0.6684, -0.0532], [3.1965, -1.2307, -0.1503], [-0.9585, 2.4202, -0.1481], [-1.1348, -2.0723, 0.0210], [0.0900, 1.5117, 0.0533], [1.4363, 1.9509, -0.0343], [0.1751, -2.1011, 0.0178], [0.8058, -0.8718, -0.0233], [2.3848, 0.9969, -0.0200], [-2.3597, -0.4513, 1.1426], [2.1422, -0.4021, -0.0888], [-0.1640, 0.1319, 0.0681], [-3.3448, -0.9568, 1.0524], [-0.8792, 3.4003, -0.1168], [-1.5545, -0.2602, -1.9774], [1.6135, 2.9851, 0.0493], [-1.8446, 1.9832, -0.2073], [4.1320, -0.8546, 0.0149], [-1.9625, -1.0426, 1.9182], [3.1411, -2.1470, -0.4125], [-2.9515, -0.8524, -1.2596], [3.4189, 1.2751, -0.0155], [0.7552, -3.0533, -0.0124], [-2.4730, 0.5816, 1.3623]], "nbo_charge": [-0.619, 0.045, -0.756, -0.804, -0.283, 0.153, -0.164, 0.113, -0.189, -0.210, -0.405, 0.227, 0.081, 0.242, 0.412, 0.393, 0.241, 0.391, 0.408, 0.244, 0.396, 0.386, 0.227, 0.241, 0.230]}

No. 5
{"formula": "C2H5ClO3S", "method": "ωB97M-V/def2-TZVPD", "total_energy_ev": -31651.938, "spin_multiplicity": 1, "de_lowest_kcal_mol": 59.1, "gap_ev": 10.5, "homo_energy_ev": -10.898, "lumo_ev": -0.4, "symbols": ["Cl", "S", "O", "O", "O", "C", "C", "H", "H", "H", "H", "H"], "xyz": [[1.4490, -3.1785, 1.1389], [1.2627, -1.1622, 1.5239], [-0.7393, -2.0044, -0.2852], [0.2562, -1.0368, 2.4816], [2.5805, -0.6869, 1.6621], [-0.2427, 0.6704, 0.1190], [0.5666, -0.6091, -0.0076], [-0.4027, -2.3726, 0.4988], [-0.8628, 0.7797, -0.7913], [0.5582, 1.3241, 0.0034], [1.1008, -0.7299, -0.9381], [-0.7387, 0.8100, 1.1032]], "nbo_charge": [-0.221, 2.124, -0.730, -0.880, -0.873, -0.652, -0.187, 0.430, 0.257, 0.224, 0.253, 0.256]}

No. 6
{"formula": "C5H10O2", "method": "ωB97M-V/def2-TZVPD", "total_energy_ev": -9438.915, "spin_multiplicity": 1, "de_lowest_kcal_mol": 95.2, "gap_ev": 9.4, "homo_energy_ev": -8.584, "lumo_ev": 0.8, "symbols": ["O", "O", "C", "C", "C", "C", "C", "H", "H", "H", "H", "H", "H", "H", "H", "H", "H"], "xyz": [[-1.6282, -0.1467, -2.1464], [1.1356, 0.7696, 0.6584], [2.3789, 0.9721, -0.0206], [-0.5295, -0.5337, 1.4730], [-1.5141, 0.1927, -0.7772], [-1.0252, -0.9797, 0.0730], [0.9473, -0.4277, 1.1684], [-0.7122, -1.3106, 2.2189], [-0.7433, -0.3680, -2.4631], [-1.7801, -1.7689, 0.1268], [-2.5153, 0.4987, -0.4566], [-0.8499, 1.0578, -0.6326], [3.0207, 0.1062, 0.1494], [2.1516, 1.0776, -1.0850], [2.8293, 1.8943, 0.3496], [-1.0072, 0.4037, 1.7955], [-0.1585, -1.4373, -0.4317]], "nbo_charge": [-0.712, -0.516, -0.251, -0.553, -0.067, -0.420, 0.265, 0.223, 0.459, 0.225, 0.179, 0.167, 0.209, 0.185, 0.192, 0.210, 0.205]}